No. 1
Molecular formula: C14H48N6O10
Method: DFT, wB97M-V/def2-TZVPD

## Properties
Highest occupied orbital energy   -8.01 eV
Structure (SMILES)   NC(N)=O.NC(N)=O.NC(N)=O.CCO.CCO.CCO.CCO.CO.CO.CO
HOMO-LUMO gap   7.8 eV
Energy relative to the best compared isomer or geometry (same formula, charge and spin)   93.5 kcal/mol
2S+1   1
F_max   0.182 hartree/bohr

Geometry (Å):
C 5.741 32.362 -3.680
C 4.534 32.970 -4.404
O 3.779 31.855 -4.886
H 6.318 33.157 -3.304
H 6.442 31.817 -4.284
H 5.301 31.748 -2.866
H 4.788 33.635 -5.280
H 3.894 33.535 -3.749
H 4.367 31.173 -5.185
C 5.427 31.073 -9.276
C 4.165 31.528 -8.622
O 3.626 30.529 -7.893
H 6.152 30.724 -8.549
H 5.839 31.918 -9.817
H 5.041 30.329 -9.970
H 3.459 31.765 -9.419
H 4.273 32.443 -8.007
H 2.661 30.630 -7.773
C 3.439 31.209 1.416
C 2.690 31.544 0.110
O 3.616 31.803 -0.920
H 2.833 30.847 2.262
H 4.046 32.021 1.744
H 4.214 30.460 1.160
H 2.061 32.440 0.172
H 2.026 30.728 -0.204
H 3.188 31.811 -1.791
C 5.878 28.493 -0.862
C 4.500 28.706 -1.322
O 3.955 27.518 -1.875
H 5.900 27.867 -0.007
H 6.442 29.378 -0.715
H 6.546 28.076 -1.603
H 4.406 29.366 -2.163
H 4.023 29.116 -0.464
H 3.021 27.567 -1.829
C 10.322 29.460 -4.722
O 11.321 30.421 -4.587
N 9.104 29.607 -4.285
N 10.515 28.316 -5.239
H 8.793 30.441 -3.735
H 8.470 28.833 -4.381
H 11.428 28.034 -5.600
H 9.784 27.514 -5.314
C 5.195 29.162 -4.930
O 6.117 28.845 -3.951
N 5.461 29.823 -5.975
N 3.935 28.888 -4.681
H 6.482 29.939 -6.205
H 4.781 29.964 -6.755
H 3.753 28.468 -3.782
H 3.131 29.185 -5.215
C 1.240 30.364 -2.663
O 1.807 29.147 -2.934
N 1.590 31.494 -3.184
N 0.183 30.539 -1.921
H 2.340 31.478 -3.885
H 0.853 32.235 -3.340
H 0.077 29.643 -1.403
H -0.169 31.408 -1.491
C 1.107 32.013 -6.879
O 1.015 31.066 -7.994
H 1.480 31.364 -6.073
H 0.170 32.511 -6.645
H 1.902 32.767 -7.046
H 0.140 30.689 -7.916
C 9.031 32.297 -2.184
O 8.215 31.173 -2.429
H 9.958 32.130 -2.818
H 9.212 32.363 -1.139
H 8.595 33.171 -2.571
H 7.468 31.186 -1.883
C 6.260 32.935 0.832
O 6.270 32.040 -0.240
H 6.148 32.429 1.728
H 5.468 33.673 0.890
H 7.236 33.495 0.898
H 5.340 31.800 -0.447

Cartesian forces (eV/Å) of the 3 atoms listed first:
C -1.5 0.5 0.3
C 1.3 -0.9 -1.5
O -1.7 1.1 0.1

Here are the Mulliken charges for atoms 1 to 6, given in e: -0.67 -0.91 -0.14 0.55 0.27 -0.05

***

No. 2
Molecular formula: C26H30AsClCrN5O
Method: DFT, wB97M-V/def2-TZVPD

## Properties
Highest occupied orbital energy (spin up / spin down)   -13.16 / -13.26 eV
Net charge   +2
<S²>   3.86
HOMO-LUMO gap (spin up / spin down)   5.0 / 6.5 eV
Energy relative to the best compared isomer or geometry (same formula, charge and spin)   0.0 kcal/mol
2S+1   4
F_max   0.048 hartree/bohr

Geometry (Å):
Cr 7.019 -14.020 9.842
Cl 3.351 -7.920 7.867
C 4.033 -9.379 8.353
C 3.145 -10.273 8.945
C 3.590 -11.551 9.263
C 4.945 -11.930 9.160
O 5.220 -13.175 9.480
C 5.901 -10.956 8.649
C 7.328 -11.167 8.632
N 7.926 -12.322 8.931
C 9.302 -12.523 8.780
C 10.125 -11.578 8.193
C 11.475 -11.880 7.921
C 12.053 -13.076 8.305
C 11.301 -14.049 9.021
C 11.766 -15.281 9.542
C 10.863 -16.160 10.183
C 9.541 -15.830 10.314
N 9.049 -14.671 9.800
C 9.891 -13.769 9.213
C 5.382 -9.733 8.202
H 2.127 -9.953 9.083
H 2.930 -12.335 9.598
H 7.955 -10.291 8.363
H 9.695 -10.628 7.945
H 12.086 -11.140 7.433
H 13.106 -13.234 8.091
H 12.814 -15.532 9.453
H 11.191 -17.073 10.674
H 8.844 -16.424 10.871
H 6.014 -9.003 7.698
C 6.738 -16.090 13.780
C 7.520 -14.779 13.859
As 6.927 -13.475 12.437
C 5.119 -12.890 12.994
C 4.896 -12.721 14.478
C 8.038 -11.842 12.730
C 8.151 -11.347 14.152
H 7.115 -16.830 14.514
H 6.804 -16.553 12.800
H 5.693 -15.952 14.034
H 8.582 -14.942 13.674
H 7.367 -14.246 14.805
H 4.495 -13.689 12.541
H 4.929 -11.995 12.403
H 5.138 -13.634 15.038
H 3.819 -12.473 14.676
H 5.463 -11.874 14.905
H 7.565 -11.133 12.037
H 8.980 -12.200 12.294
H 7.208 -10.914 14.518
H 8.987 -10.610 14.254
H 8.441 -12.163 14.850
N 6.611 -15.393 4.718
C 6.295 -15.821 5.982
C 6.701 -15.063 7.105
N 6.423 -15.469 8.356
C 5.615 -16.547 8.496
C 5.179 -17.239 7.390
N 5.511 -16.883 6.151
H 7.475 -14.866 4.541
H 6.411 -16.033 3.955
H 7.299 -14.148 6.942
H 5.388 -16.901 9.512
H 4.557 -18.115 7.450

Cartesian forces (eV/Å) of the 3 atoms listed first:
Cr -0.9 1.8 -0.9
Cl 0.1 1.2 -0.5
C 1.5 -1.2 0.3

Here are the natural (NBO) charges for atoms 1 to 6, given in e: 1.49 0.09 -0.11 -0.13 -0.23 0.38